Computed, not measured: a cluster of 15 separate species, C38H90O23S11 in total at a distorted geometry, with the ωB97M-V functional and the def2-TZVPD basis.

```
162
C38H90O23S11 | the Open Molecules 2025 dataset | the ωB97M-V functional and the def2-TZVPD basis
C -2.1341 7.1884 -2.3499
C -3.0819 5.9750 -2.6428
C -2.3148 4.6388 -2.8440
O -3.1285 3.7050 -2.1382
C -3.8394 4.4192 -1.2664
O -4.5333 3.8850 -0.4382
O -3.7073 5.7229 -1.4373
H -2.6679 8.0477 -1.9440
H -1.6356 7.4442 -3.2848
H -1.3557 6.9054 -1.6413
H -3.8779 6.1493 -3.3667
H -1.3011 4.6507 -2.4436
H -2.2600 4.4917 -3.9226
C 1.2916 2.7621 -2.6043
C 2.0551 4.0677 -2.8865
C 1.1875 5.0162 -3.6680
O 1.2728 6.2409 -3.0071
C 1.6623 6.0191 -1.7300
O 1.6825 6.8835 -0.8322
O 2.0621 4.7791 -1.5979
H 0.3293 2.9823 -2.1421
H 1.8073 1.9706 -2.0605
H 1.1742 2.3332 -3.5995
H 3.1024 3.9069 -3.1424
H 0.1523 4.6891 -3.7642
H 1.5863 5.1077 -4.6783
C -3.6895 2.8285 2.5544
C -3.1202 1.7408 3.4367
C -2.0330 2.1970 4.3524
O -2.2138 1.4261 5.4904
C -3.5232 1.0970 5.5762
O -4.0170 0.7494 6.5839
O -4.0918 1.2658 4.3874
H -4.3541 2.3290 1.8495
H -2.9791 3.3578 1.9194
H -4.3562 3.5078 3.0856
H -2.7877 0.9241 2.7960
H -2.0826 3.2426 4.6562
H -1.0549 1.9799 3.9231
C -1.6638 1.4104 -0.7249
C -0.8596 0.6726 0.2883
C -1.1004 -0.8498 0.2678
O 0.1999 -1.2927 0.4130
C 1.1299 -0.3624 0.2567
O 2.3262 -0.3528 0.5217
O 0.5510 0.7142 -0.0688
H -2.6728 1.3737 -0.3144
H -1.6064 0.9646 -1.7179
H -1.4037 2.4689 -0.7319
H -0.8953 1.2001 1.2415
H -1.5686 -1.1600 -0.6663
H -1.7912 -1.1699 1.0478
C -6.3501 0.7030 -0.6324
S -5.3641 -0.7882 -1.1456
O -3.9950 -0.4629 -1.6854
C -4.9288 -1.2844 0.5387
H -5.8312 1.3629 0.0628
H -7.3990 0.5100 -0.4076
H -6.3381 1.3219 -1.5295
H -4.2772 -2.1534 0.4481
H -5.8548 -1.4981 1.0723
H -4.4744 -0.4026 0.9906
C -3.8542 -5.9749 -3.2763
S -2.8795 -4.8519 -2.1971
O -1.4047 -4.9828 -2.6096
C -3.3867 -3.2445 -3.0286
H -4.9429 -5.9311 -3.3062
H -3.7224 -7.0084 -2.9561
H -3.5474 -5.8933 -4.3190
H -4.4521 -3.0285 -2.9482
H -3.1773 -3.1950 -4.0972
H -2.7766 -2.4693 -2.5649
C 1.3351 -2.0298 3.9647
S 0.6764 -0.3512 4.3650
O -0.8417 -0.4743 4.0949
C 0.7257 -0.5291 6.2519
H 0.8246 -2.8010 4.5416
H 2.3869 -2.2421 4.1568
H 1.0396 -2.2176 2.9325
H 0.0707 0.1721 6.7690
H 1.7554 -0.3794 6.5766
H 0.4465 -1.5205 6.6089
C 2.0905 2.0894 2.5548
S 1.0989 3.3982 1.8244
O 0.0355 3.8264 2.8430
C 2.5461 4.5684 1.9423
H 3.0569 1.9856 2.0615
H 1.4315 1.2212 2.5680
H 2.3310 2.2342 3.6081
H 3.4747 4.2282 1.4841
H 2.6063 4.9044 2.9775
H 2.2686 5.4604 1.3807
C 0.4106 -4.5589 0.3969
S 0.5540 -6.2067 -0.3898
O 0.9786 -5.9525 -1.8467
C 1.9426 -6.8510 0.6094
H 0.4520 -4.5443 1.4860
H -0.5123 -4.1246 0.0125
H 1.1400 -3.8975 -0.0706
H 2.2771 -7.8644 0.3878
H 1.6363 -6.6875 1.6426
H 2.8622 -6.3049 0.3992
C 4.7975 -2.5221 -1.6464
S 3.9088 -3.9984 -0.9805
O 3.1608 -4.7425 -2.1169
C 5.4529 -4.9553 -0.7495
H 5.2197 -2.5948 -2.6486
H 5.6382 -2.2713 -0.9995
H 4.1522 -1.6625 -1.4651
H 6.0931 -4.6015 0.0586
H 5.9375 -4.8568 -1.7210
H 5.2525 -6.0061 -0.5402
C 4.8301 -1.0023 3.0260
S 4.9952 0.4656 4.0879
O 3.9816 0.2858 5.2372
C 6.5444 -0.0596 5.0449
H 5.1013 -1.9003 3.5811
H 5.6092 -1.0065 2.2637
H 3.8306 -1.1404 2.6137
H 6.7642 0.7782 5.7067
H 7.3475 -0.1555 4.3141
H 6.2596 -0.9637 5.5830
C 0.4640 -1.0346 -3.4936
S 1.5506 -2.4613 -3.1258
O 0.7280 -3.7611 -3.3776
C 2.5357 -2.2598 -4.5867
H -0.2970 -1.1699 -2.7250
H -0.0275 -0.9252 -4.4603
H 1.0807 -0.1481 -3.3458
H 3.0220 -1.2880 -4.6712
H 1.9479 -2.5174 -5.4677
H 3.3684 -2.9538 -4.4718
C 6.9502 0.8491 -0.4937
S 5.5974 1.5207 0.6579
O 6.0420 2.9101 1.1421
C 4.3106 1.8870 -0.6493
H 7.8769 0.8176 0.0793
H 6.9055 1.5430 -1.3331
H 6.7095 -0.1596 -0.8293
H 3.6093 1.0960 -0.9150
H 4.7867 2.2881 -1.5440
H 3.7291 2.7045 -0.2231
C -1.8155 -4.6568 3.9759
S -2.1674 -3.1290 3.0080
O -2.5707 -3.5879 1.5846
C -3.6167 -2.5926 3.9684
H -0.8105 -5.0463 3.8139
H -2.5488 -5.3869 3.6334
H -1.9498 -4.5861 5.0553
H -3.2978 -2.3393 4.9794
H -4.3930 -3.3572 3.9971
H -4.1326 -1.6726 3.6934
C -4.5204 0.9501 -4.2665
S -3.5747 -0.4459 -5.0709
O -4.1148 -0.9158 -6.4645
C -2.2265 0.7065 -5.4167
H -3.9321 1.4919 -3.5259
H -5.3340 0.4749 -3.7184
H -4.9151 1.5678 -5.0732
H -2.6343 1.6124 -5.8650
H -1.5091 0.3357 -6.1488
H -1.7167 1.0250 -4.5075
```

The calculation puts the HOMO-LUMO gap at 0.2555 Eh. The spin multiplicity is 1. The charge is 0. The value obtained for the electronic energy is -207132.9325 eV. For the strongest force on any atom, the calculation gives 4.28 eV/A. The LUMO energy comes out at -0.26 eV.

Here are the Löwdin charges for atoms 1 to 5, given in e: C 0.012; C -0.287; C -0.083; O 0.055; C -0.571


Computed, not measured: a structure of composition C38H95BaN6O13Zn at a distorted geometry, with the ωB97M-V functional and the def2-TZVPD basis.

```
154
C38H95BaN6O13Zn | the Open Molecules 2025 dataset | the ωB97M-V functional and the def2-TZVPD basis
Ba -3.7174 1.4467 -1.9364
Zn -1.8945 -1.4387 -3.7231
C -0.5521 -1.4977 -0.1180
C -0.2750 -0.5994 -1.3328
O -1.4551 -0.3032 -2.0369
H 0.2991 -1.5816 0.5596
H -0.8230 -2.5173 -0.3971
H -1.3675 -1.1000 0.4841
H 0.5572 -0.9906 -1.9270
H 0.1773 0.3302 -0.9576
C 10.3657 0.0421 -0.0215
O 9.3492 0.9989 0.2109
C 8.2453 0.3841 0.8801
C 7.5447 1.4266 1.7439
N 6.3321 0.8008 2.2374
C 5.5807 1.6754 3.1436
C 4.3534 1.0150 3.7610
O 3.3017 0.8004 2.8365
C 3.4362 -0.1580 1.8288
H 11.0196 -0.1003 0.8434
H 11.0592 0.4319 -0.7736
H 9.9649 -0.8715 -0.4665
H 8.4588 -0.5588 1.3854
H 7.5384 0.0867 0.0942
H 7.3929 2.3930 1.2669
H 8.2098 1.6610 2.5912
H 6.4866 -0.0107 2.8333
H 5.1516 2.4571 2.5081
H 6.2099 2.0585 3.9569
H 3.9176 1.7496 4.4390
H 4.5400 0.1118 4.3533
H 3.7666 0.2157 0.8540
H 2.4954 -0.6843 1.6490
H 4.1939 -0.8895 2.1287
C -1.7573 4.6860 -0.9042
O -1.9629 3.6428 -1.8897
C -0.8737 3.5192 -2.7784
C -1.3460 3.2504 -4.2181
N -2.1123 2.0260 -4.4527
C -3.1411 2.0888 -5.5015
C -4.3167 3.0474 -5.2838
O -4.9821 2.7301 -4.0403
C -6.2910 3.3379 -4.0772
H -0.7855 4.6346 -0.4258
H -2.5791 4.7587 -0.1973
H -1.8061 5.5846 -1.5272
H -0.0956 2.7760 -2.5488
H -0.2996 4.4449 -2.6724
H -0.4924 3.2994 -4.9004
H -1.9067 4.1580 -4.4584
H -1.4921 1.2864 -4.7588
H -3.4926 1.0628 -5.6576
H -2.7028 2.3560 -6.4731
H -4.9903 2.8711 -6.1187
H -3.8853 4.0418 -5.1802
H -6.8755 2.9834 -4.9207
H -6.1442 4.4225 -4.1177
H -6.7873 3.2424 -3.1125
C -3.0790 -2.7253 6.3061
O -2.3880 -1.5767 5.7707
C -1.6770 -1.7551 4.5693
C -2.0407 -0.5110 3.6932
N -1.9394 0.7389 4.4574
C -0.5565 1.0255 4.7735
C 0.2112 1.5045 3.5304
O -0.6115 2.4614 2.8807
C -0.1599 2.9128 1.6416
H -2.3804 -3.2540 6.9529
H -3.6400 -3.3334 5.5979
H -3.7985 -2.2224 6.9535
H -2.0691 -2.5735 3.9541
H -0.6160 -1.7891 4.8304
H -3.0890 -0.6246 3.4062
H -1.3952 -0.5581 2.8132
H -2.4893 0.4739 5.2722
H -0.1107 0.2279 5.3793
H -0.5240 1.8941 5.4383
H 0.5131 0.7056 2.8423
H 1.0888 2.0705 3.8539
H -0.9394 3.5884 1.2919
H 0.0661 2.0639 0.9784
H 0.7196 3.5692 1.7367
C -6.5610 3.3492 -0.2917
O -6.0628 2.0965 -0.7509
C -6.7206 0.9313 -0.1809
C -6.4682 -0.3695 -0.8555
N -5.0359 -0.7886 -0.9766
C -4.5100 -1.3025 0.2932
C -5.0892 -2.6719 0.7034
O -5.4259 -3.4857 -0.3985
C -4.3586 -3.9246 -1.2138
H -6.6150 3.3136 0.8011
H -7.5914 3.4309 -0.6573
H -5.9982 4.2215 -0.6138
H -7.7976 1.1027 -0.2595
H -6.4460 0.8417 0.8746
H -6.8403 -0.3485 -1.8827
H -7.0534 -1.1150 -0.3126
H -4.9893 -1.6315 -1.5437
H -4.5677 -0.4971 1.0337
H -3.4203 -1.4148 0.3019
H -6.0368 -2.5657 1.2258
H -4.3152 -3.1316 1.3228
H -3.9406 -3.0714 -1.7742
H -4.6134 -4.7283 -1.8954
H -3.4768 -4.2532 -0.6547
C -0.4662 -6.2915 6.9485
O -0.1714 -6.3217 5.5792
C -0.9278 -5.4113 4.8369
C -0.8865 -5.7317 3.3424
N 0.4222 -5.3579 2.7997
C 0.5461 -5.5021 1.3485
C 0.9218 -6.9994 1.0513
O 1.9450 -7.4203 1.9045
C 2.1003 -8.8279 1.7879
H 0.1088 -5.5698 7.5395
H -0.2717 -7.2501 7.4305
H -1.5166 -6.0858 7.1848
H -0.5429 -4.3950 4.9669
H -1.9902 -5.4050 5.1072
H -1.6664 -5.1757 2.8129
H -1.0688 -6.7977 3.1475
H 1.0329 -6.0547 3.2312
H 1.3338 -4.8435 0.9720
H -0.3473 -5.1769 0.8173
H 1.1306 -7.0332 -0.0223
H 0.0222 -7.5795 1.2819
H 2.1965 -9.1481 0.7395
H 1.2043 -9.3972 2.0579
H 3.0197 -9.1130 2.2856
C 4.6993 6.3632 -7.2699
O 3.5349 6.2046 -6.4589
C 3.3787 4.8642 -6.0336
C 2.3060 4.8474 -4.9445
N 2.3046 3.6377 -4.1489
C 2.3864 2.3635 -4.8190
C 2.5848 1.2997 -3.7752
O 3.8753 1.5741 -3.2254
C 4.0786 1.1439 -1.8878
H 5.5450 6.4105 -6.5827
H 4.6447 7.1914 -7.9715
H 4.7722 5.4917 -7.9317
H 4.3356 4.6035 -5.5655
H 3.2155 4.1683 -6.8606
H 1.3135 5.1074 -5.3206
H 2.6064 5.7220 -4.3628
H 2.9133 3.6150 -3.3431
H 3.1654 2.2166 -5.5747
H 1.4210 2.1273 -5.2946
H 2.4854 0.2442 -4.0539
H 1.8114 1.3362 -2.9935
H 3.7653 0.1125 -1.6909
H 3.6534 1.7710 -1.1002
H 5.1683 1.1371 -1.8442
```

The calculation puts the HOMO-LUMO gap at 0.0533 Eh. The spin multiplicity is 1. The charge is +3. The value obtained for the electronic energy is -125580.8613 eV. For the strongest force on any atom, the calculation gives 2.15 eV/A. The LUMO energy comes out at -12.33 eV.

Here are the Löwdin charges for atoms 1 to 5, given in e: Ba 1.913; Zn 1.006; C -0.065; C -0.402; O -0.566


Computed, not measured: a structure of composition C38H97BeInKN3O22P2 at a distorted geometry, with the ωB97M-V functional and the def2-TZVPD basis.

```
165
C38H97BeInKN3O22P2 | the Open Molecules 2025 dataset | the ωB97M-V functional and the def2-TZVPD basis
Be -1.8588 2.8089 1.4005
K -2.0598 2.9909 -2.5140
In -5.4980 1.0328 3.0788
O -1.2096 1.0879 -0.4079
C -1.4181 -0.2508 0.1484
C -1.7484 -0.5107 1.6568
O -2.6516 0.3414 2.3377
H -0.5966 -0.9040 -0.1459
H -2.3032 -0.6714 -0.3290
H -0.8452 -0.5128 2.2671
H -2.1284 -1.5323 1.6559
P -3.8861 4.0955 3.4087
O -4.0923 3.2953 2.0993
O -4.5717 3.3210 4.5520
O -4.3937 5.5310 3.0548
O -2.3314 4.1446 3.4120
P -2.4521 5.4559 -0.2395
O -2.0032 5.7187 -1.6751
O -3.2954 4.1066 -0.2415
O -3.4519 6.4791 0.3612
O -1.2205 5.2227 0.7409
C -4.7170 -1.7545 -8.6087
C -4.3936 -0.7952 -7.3554
C -2.8835 -0.8331 -7.0708
C -2.2395 0.2196 -6.1382
C -2.7148 1.7066 -6.4822
C -4.2826 1.8367 -6.7235
N -4.7622 0.7034 -7.5335
O -6.0792 0.8170 -8.0056
C -4.8990 1.9517 -5.3382
C -4.5646 3.1883 -7.5326
C -5.1449 -1.3680 -6.1699
H -4.5530 -1.1440 -9.4966
H -5.8038 -1.8289 -8.6471
H -4.1472 -2.6836 -8.6228
H -2.6498 -1.8577 -6.7813
H -2.1764 -0.7231 -7.8930
H -1.1551 0.1144 -6.1037
H -2.6159 0.1341 -5.1188
H -2.1300 2.0728 -7.3260
H -2.2557 2.3214 -5.7080
H -5.9763 2.0209 -5.4888
H -4.7340 1.0459 -4.7547
H -4.4957 2.8229 -4.8219
H -3.9846 3.4279 -8.4238
H -5.6083 3.3894 -7.7743
H -4.4803 4.1543 -7.0348
H -6.1084 -0.8583 -6.1726
H -4.6988 -1.2571 -5.1816
H -5.2701 -2.4475 -6.0857
H -5.9242 0.9589 -8.9424
C 7.3534 -3.5984 -0.0108
C 6.6391 -2.1889 -0.2433
C 6.6429 -2.0202 -1.8029
C 5.8350 -0.8337 -2.2289
C 4.3247 -0.9946 -1.8253
C 4.2121 -1.1505 -0.2920
N 5.1629 -2.2288 0.1951
O 5.0734 -2.4083 1.5457
C 4.3861 0.2615 0.3477
C 2.7263 -1.5148 0.0349
C 7.5021 -1.1890 0.5711
H 7.5805 -3.6896 1.0513
H 8.2865 -3.5090 -0.5670
H 6.8948 -4.5046 -0.4066
H 7.6378 -2.1358 -2.2329
H 6.1001 -2.8900 -2.1729
H 5.8572 -0.5884 -3.2907
H 6.0995 0.1414 -1.8199
H 3.8003 -1.8141 -2.3165
H 3.8466 -0.0702 -2.1493
H 5.3211 0.7033 0.0030
H 3.7382 1.0214 -0.0893
H 4.2049 0.2250 1.4219
H 2.2612 -2.4329 -0.3244
H 2.5782 -1.4649 1.1137
H 1.9763 -0.8174 -0.3382
H 7.1833 -1.1100 1.6105
H 7.3812 -0.1435 0.2874
H 8.5747 -1.3577 0.4757
H 5.5248 -1.6390 1.9006
C 2.6635 0.7570 6.7012
C 3.1102 -0.5049 5.9436
C 4.0764 -1.2655 6.9734
C 4.2883 -2.7973 6.6438
C 2.9500 -3.4783 6.3412
C 2.0874 -2.7186 5.2289
N 1.9734 -1.3148 5.4677
O 0.9911 -0.6332 4.7255
C 2.7862 -3.1299 3.9430
C 0.6571 -3.4002 5.2988
C 3.8893 0.0503 4.7622
H 2.3101 0.3762 7.6595
H 1.7642 1.2193 6.2941
H 3.3381 1.6016 6.8413
H 5.0264 -0.7704 7.1747
H 3.6045 -1.3258 7.9541
H 4.8777 -3.3058 7.4068
H 5.0539 -2.9275 5.8789
H 2.3877 -3.6182 7.2645
H 3.2997 -4.4697 6.0532
H 2.5131 -2.4544 3.1323
H 3.8352 -2.8400 4.0047
H 2.6856 -4.1625 3.6086
H 0.2956 -3.2763 6.3197
H -0.1328 -2.8647 4.7721
H 0.7182 -4.4716 5.1078
H 3.4075 0.9514 4.3825
H 3.9240 -0.6949 3.9675
H 4.8858 0.4193 5.0050
H 0.2376 -0.6268 5.3203
C -5.5971 1.2489 -0.8939
O -4.8912 0.6444 0.0783
H -5.5529 0.6408 -1.7974
H -6.6655 1.3078 -0.6860
H -5.3319 2.3022 -0.9845
H -4.0187 0.6126 -0.3209
C 0.2106 5.4787 -3.8221
O 0.3939 5.4453 -2.3939
H -0.8293 5.6404 -4.1061
H 0.8569 6.2798 -4.1807
H 0.6488 4.5977 -4.2909
H -0.5052 5.5681 -2.0806
C 0.5228 -0.4604 -3.6192
O -0.0448 0.8594 -3.2524
H -0.2927 -1.1648 -3.4553
H 0.7605 -0.4073 -4.6817
H 1.3672 -0.7092 -2.9764
H -0.3305 0.7830 -2.3391
C 3.1182 3.0940 -2.3205
O 2.6674 3.9792 -1.2959
H 2.6837 2.1003 -2.2110
H 2.7985 3.5506 -3.2572
H 4.2057 3.1462 -2.2692
H 1.7580 4.2400 -1.4590
C -3.8219 -1.5897 5.6907
O -4.4473 -0.3101 5.5461
H -4.3807 -2.3162 6.2805
H -3.5061 -1.9947 4.7293
H -3.0175 -1.4180 6.4059
H -4.9348 -0.2669 6.3719
C -0.3005 -5.2442 -2.5460
O -0.2660 -4.0351 -3.2959
H -1.2625 -5.1662 -2.0394
H -0.4051 -6.1226 -3.1829
H 0.5221 -5.2995 -1.8331
H 0.5124 -4.0719 -3.8566
C -4.7148 -2.9417 2.0226
O -5.5165 -1.9556 2.6405
H -5.0338 -3.8898 1.5897
H -4.2257 -2.3014 1.2884
H -3.9732 -3.1427 2.7956
H -6.0322 -2.5427 3.1981
C 1.4429 1.5016 2.0819
O 0.3427 2.3372 2.5311
H 1.6066 1.6921 1.0212
H 2.3475 1.8695 2.5661
H 1.3784 0.4581 2.3902
H 0.3295 2.5012 3.4769
C -1.6349 2.1883 6.4460
O -1.0592 3.2580 5.6957
H -2.2647 1.5427 5.8339
H -0.7765 1.5279 6.5689
H -2.0288 2.5541 7.3943
H -1.5579 3.4328 4.8942
```

The calculation puts the HOMO-LUMO gap at 0.1477 Eh. The spin multiplicity is 1. The charge is -2. The value obtained for the electronic energy is -130960.3445 eV. For the strongest force on any atom, the calculation gives 3.41 eV/A. The LUMO energy comes out at 2.01 eV.

Here are the Löwdin charges for atoms 1 to 5, given in e: Be 0.894; K 0.740; In 1.000; O -0.401; C -0.345